Here is C5H6O in the gas phase from the Open Molecules 2025 dataset. Energies are from wB97M-V/def2-TZVPD.

Results
Energy above the lowest of the compared OMol25 structures with the same formula, charge and spin = 162.8 kJ/mol
SMILES string = C#CCC(C)=O
Spin multiplicity = 1
F_max = 0.63 eV/A
HOMO = -9.64 eV
E_tot = -269.284247 Ha

Cartesian coordinates (Å):
C 2.184 -0.164 1.032
C 1.487 -0.449 0.092
C 0.405 -0.789 -0.834
C -0.859 -0.439 -0.036
C -1.273 1.018 -0.006
O -1.433 -1.283 0.608
H 2.773 0.063 1.892
H 0.465 -0.227 -1.773
H 0.400 -1.861 -1.053
H -2.361 1.075 -0.076
H -0.812 1.607 -0.803
H -0.976 1.448 0.957

Here is C11H8O3 in the gas phase at a distorted geometry from the Open Molecules 2025 dataset. Energies are from wB97M-V/def2-TZVPD.

Results
Energy above the lowest of the compared OMol25 structures with the same formula, charge and spin = 277.0 kJ/mol
SMILES string = Cc1coc(C2=CC(=O)C=CC2=O)c1
Spin multiplicity = 1
F_max = 4.91 eV/A
HOMO = -8.60 eV
E_tot = -649.579577 Ha

Cartesian coordinates (Å):
C -1.378 -2.568 2.856
C -1.339 -1.467 1.783
C -2.268 -0.519 1.589
O -1.812 0.344 0.474
C -0.569 -0.071 0.218
C 0.298 0.612 -0.842
C 1.481 0.063 -1.209
C 2.374 0.730 -2.205
O 3.333 0.058 -2.620
C 2.050 2.055 -2.586
C 0.845 2.683 -2.182
C -0.092 1.959 -1.336
O -1.025 2.577 -0.835
C -0.301 -1.199 0.893
H -0.562 -2.376 3.616
H -2.357 -2.488 3.243
H -1.417 -3.500 2.349
H -3.113 -0.314 2.264
H 1.988 -0.765 -0.694
H 2.815 2.403 -3.312
H 0.493 3.666 -2.282
H 0.557 -1.883 0.818

Here is a molecular structure, C39H29ClN2O20S2 from the Open Molecules 2025 dataset. Energies are from wB97M-V/def2-TZVPD.

Results
Spin multiplicity = 1
F_max = 0.89 eV/A
HOMO = -9.07 eV
E_tot = -4374.438273 Ha

Cartesian coordinates (Å):
S 1.435 -1.309 2.156
C 1.127 0.141 1.187
C -0.058 0.810 1.300
C -0.385 1.974 0.539
C -1.741 2.591 0.700
C -2.779 1.939 -0.223
C -3.002 0.475 0.083
Cl -4.424 -0.171 -0.764
C 0.539 2.489 -0.326
C 1.784 1.833 -0.476
N 2.790 2.176 -1.282
S 3.959 1.114 -1.094
N 3.280 0.143 0.003
C 2.084 0.659 0.260
H 0.664 -2.194 1.519
H -0.803 0.456 1.992
H -1.666 3.634 0.412
H -2.069 2.574 1.735
H -2.407 2.034 -1.237
H -3.720 2.462 -0.090
H -2.149 -0.102 -0.253
H -3.100 0.279 1.143
H 0.345 3.381 -0.901
C 0.811 -6.028 -2.648
C 0.665 -4.922 -1.907
C 0.590 -4.976 -0.405
O 0.459 -3.918 0.187
C 0.660 -6.264 0.246
C 0.799 -7.374 -0.494
C 0.894 -7.323 -1.995
O 1.034 -8.376 -2.585
O 0.853 -8.587 0.029
O 0.578 -3.705 -2.427
H 0.869 -6.001 -3.727
H 0.584 -6.291 1.324
H 0.953 -9.203 -0.722
H 0.491 -3.091 -1.673
C 6.833 -3.387 5.302
C 5.690 -2.982 5.870
C 4.551 -2.422 5.059
O 3.545 -2.097 5.662
C 4.715 -2.302 3.622
C 5.861 -2.705 3.055
C 6.992 -3.285 3.862
O 7.989 -3.640 3.262
O 6.094 -2.631 1.751
O 5.464 -3.040 7.176
H 7.655 -3.792 5.874
H 3.895 -1.887 3.050
H 6.991 -2.992 1.618
H 4.563 -2.689 7.308
C -3.642 -6.926 0.976
C -4.787 -6.449 1.486
C -5.821 -5.771 0.626
O -6.837 -5.386 1.171
C -5.547 -5.616 -0.791
C -4.402 -6.090 -1.299
C -3.380 -6.787 -0.443
O -2.372 -7.195 -0.991
O -4.078 -5.987 -2.581
O -5.102 -6.535 2.769
H -2.894 -7.415 1.583
H -6.289 -5.115 -1.397
H -3.206 -6.415 -2.678
H -5.980 -6.118 2.862
C -6.544 6.174 -1.123
C -5.572 5.304 -1.427
C -4.122 5.607 -1.163
O -3.308 4.749 -1.454
C -3.776 6.890 -0.582
C -4.748 7.762 -0.281
C -6.201 7.452 -0.525
O -7.016 8.296 -0.206
O -4.516 8.953 0.250
O -5.805 4.118 -1.973
H -7.588 5.966 -1.306
H -2.731 7.102 -0.409
H -5.390 9.373 0.368
H -4.936 3.687 -2.084
C 2.729 7.197 -2.386
C 3.123 5.924 -2.227
C 4.434 5.427 -2.790
O 4.746 4.271 -2.587
C 5.258 6.361 -3.541
C 4.855 7.627 -3.699
C 3.563 8.129 -3.118
O 3.284 9.301 -3.298
O 5.552 8.536 -4.370
O 2.394 5.035 -1.568
H 1.795 7.567 -1.985
H 6.188 5.993 -3.951
H 5.033 9.362 -4.322
H 2.852 4.164 -1.592

Here is 10 unconnected molecules or ions with the total composition C34H59N7O6 from the Open Molecules 2025 dataset. Energies are from wB97M-V/def2-TZVPD.

Results
SMILES string = c1cc[nH]c1.c1cc[nH]c1.c1cc[nH]c1.c1cc[nH]c1.CNC(C)=O.CNC(C)=O.CNC(C)=O.CC(C)=O.CC(C)=O.CC(C)=O
Spin multiplicity = 1
F_max = 0.98 eV/A
HOMO = -7.78 eV
E_tot = -2165.697552 Ha

Cartesian coordinates (Å):
C 0.529 -2.231 -4.707
C 0.760 -0.921 -4.203
C -0.316 -0.580 -3.429
N -1.165 -1.647 -3.413
C -0.662 -2.661 -4.188
H 1.214 -2.867 -5.244
H 1.625 -0.304 -4.388
H -0.512 0.283 -2.813
H -2.050 -1.688 -2.942
H -1.217 -3.572 -4.328
C -4.146 -0.327 3.487
C -5.133 0.346 2.713
C -4.503 0.846 1.599
N -3.184 0.485 1.665
C -2.957 -0.215 2.805
H -4.316 -0.739 4.468
H -6.154 0.569 2.980
H -4.877 1.382 0.744
H -2.500 0.674 0.940
H -1.995 -0.634 3.051
C -2.573 3.370 -1.302
C -3.660 4.279 -1.394
C -3.586 4.877 -2.633
N -2.492 4.379 -3.277
C -1.856 3.459 -2.468
H -2.292 2.725 -0.485
H -4.500 4.387 -0.727
H -4.225 5.632 -3.057
H -2.121 4.736 -4.138
H -0.985 2.959 -2.856
C 3.175 -4.540 -1.648
C 2.078 -4.868 -0.806
C 1.209 -3.808 -0.810
N 1.753 -2.852 -1.631
C 2.933 -3.285 -2.148
H 4.061 -5.135 -1.788
H 2.007 -5.797 -0.263
H 0.261 -3.613 -0.340
H 1.329 -1.950 -1.777
H 3.495 -2.685 -2.844
C -4.130 0.447 -2.454
N -4.729 -0.447 -3.412
C -5.411 -0.014 -4.507
C -6.020 -1.097 -5.344
O -5.512 1.161 -4.810
H -3.109 0.134 -2.220
H -4.676 0.452 -1.508
H -4.080 1.447 -2.874
H -4.810 -1.416 -3.162
H -7.084 -0.900 -5.455
H -5.888 -2.090 -4.908
H -5.547 -1.105 -6.324
C 1.789 -0.952 1.209
N 0.445 -0.752 0.672
C 0.036 0.314 -0.018
C 1.082 1.297 -0.453
O -1.149 0.449 -0.358
H 1.873 -2.003 1.471
H 1.897 -0.334 2.102
H 2.547 -0.702 0.472
H -0.228 -1.481 0.866
H 1.713 1.639 0.369
H 0.590 2.168 -0.878
H 1.735 0.827 -1.194
C 3.905 3.098 -0.804
N 4.278 1.927 -1.576
C 4.880 0.840 -1.025
C 5.410 -0.189 -2.014
O 4.979 0.682 0.178
H 2.846 3.316 -0.952
H 4.482 3.968 -1.118
H 4.030 2.884 0.252
H 4.242 1.995 -2.578
H 6.474 -0.010 -2.151
H 4.875 -0.174 -2.964
H 5.273 -1.172 -1.566
C 0.248 -4.470 3.490
C -0.937 -3.871 2.776
C -2.298 -4.247 3.292
O -0.803 -3.071 1.878
H -0.055 -4.824 4.477
H 1.100 -3.798 3.586
H 0.611 -5.332 2.922
H -2.368 -5.332 3.396
H -3.061 -3.913 2.593
H -2.434 -3.780 4.267
C 2.156 -1.214 5.273
C 3.435 -1.988 5.031
C 4.516 -1.850 6.082
O 3.592 -2.681 4.054
H 1.441 -1.516 4.515
H 2.356 -0.145 5.310
H 1.831 -1.520 6.274
H 4.257 -2.446 6.958
H 4.599 -0.807 6.394
H 5.467 -2.169 5.667
C 1.951 5.517 3.511
C 1.785 5.024 2.097
C 1.348 6.030 1.057
O 2.015 3.878 1.797
H 1.003 5.912 3.878
H 2.671 6.341 3.536
H 2.329 4.714 4.136
H 0.786 6.859 1.490
H 0.749 5.563 0.279
H 2.255 6.458 0.619